A structure of composition C3H7N2 at a distorted geometry. Source: the OMol25 dataset; level of theory: ωB97M-V with the def2-TZVPD basis set.

For the energy above the lowest of the compared OMol25 structures with the same formula, charge and spin, the calculation gives 229.7 kJ/mol. The multiplicity is 3. The calculation puts the HOMO-LUMO gap (spin up / spin down) at 7.7 / 8.4 eV. The lowest unoccupied orbital energy (spin up / spin down) comes out at -4.31 / -8.01 eV. As for the charge: +1.

The geometry in XYZ format:
```
12
Properties=species:S:1:pos:R:3:forces:R:3:lowdin_spin:R:1
N 0.021 0.595 -1.102 1.4 -1.4 0.2 0.0909
N 0.722 -1.179 -0.494 -1.4 2.2 -0.1 0.0909
C -1.013 0.631 1.896 -0.1 1.5 2.3 0.8772
C 0.181 -0.063 0.031 1.6 -1.6 -2.6 0.7217
C 0.706 -0.488 -1.810 0.1 -1.3 -2.4 0.0541
H 0.105 -0.886 -2.789 1.2 0.5 2.8 0.0153
H -0.501 1.619 2.056 -0.5 -1.4 0.1 0.0381
H 1.791 -0.313 -2.069 -1.3 0.3 0.1 0.0023
H -1.754 0.618 1.128 -0.5 -0.2 -0.3 0.0577
H -0.674 -0.293 2.402 -0.2 0.8 -0.4 0.0488
H 0.906 -2.065 -0.132 0.6 -1.5 0.5 0.0018
H -0.374 1.368 -1.524 -0.9 2.1 -0.1 0.0012
```
Positions in Å, forces in eV/Å.

=====

A cluster of 6 separate species, H12O6 in total at a distorted geometry. Source: the OMol25 dataset; level of theory: ωB97M-V with the def2-TZVPD basis set.

For the energy above the lowest of the compared OMol25 structures with the same formula, charge and spin, the calculation gives 164.1 kJ/mol. The calculation puts the HOMO-LUMO gap at 11.3 eV. The lowest unoccupied orbital energy comes out at 0.30 eV.

The geometry in XYZ format:
```
18
Properties=species:S:1:pos:R:3:forces:R:3:nbo_charge:R:1
O 0.631 1.710 -0.515 -2.1 0.2 0.2 -0.9843
O 2.999 0.189 0.268 3.3 -2.1 5.0 -0.9403
O 1.294 -1.953 -1.027 2.9 -1.4 -0.9 -0.9692
O -2.612 2.044 0.203 -0.6 0.9 -1.4 -0.9426
O -1.481 -1.680 -0.390 -3.5 1.1 -0.5 -0.9664
O -0.810 0.338 1.426 0.2 0.9 1.5 -0.9848
H -2.399 -1.520 -0.856 3.0 -0.7 1.3 0.4780
H 0.353 1.566 0.417 0.4 0.0 -0.5 0.4828
H -0.589 -0.283 0.748 0.0 -1.1 -1.0 0.5134
H 2.424 0.768 -0.075 -3.8 3.4 -3.1 0.4786
H -0.917 -2.156 -0.981 0.6 -0.3 -0.7 0.4951
H 1.567 -2.708 -1.640 -0.9 1.3 1.1 0.4636
H -2.819 1.289 -0.341 -0.3 -0.2 -0.5 0.4551
H -0.302 1.785 -0.882 1.7 0.0 0.2 0.4883
H -2.290 1.621 0.968 0.9 -0.7 1.7 0.4858
H -0.284 0.094 2.199 -0.2 -0.1 -0.2 0.4805
H 3.008 0.574 1.216 0.5 -1.4 -2.1 0.4619
H 2.228 -1.679 -0.739 -2.0 0.1 -0.1 0.5045
```
Positions in Å, forces in eV/Å.

=====

The molecule C4H6N2S at a distorted geometry. Source: the OMol25 dataset; level of theory: ωB97M-V with the def2-TZVPD basis set.

For the energy above the lowest of the compared OMol25 structures with the same formula, charge and spin, the calculation gives 746.1 kJ/mol. The calculation puts the HOMO-LUMO gap (spin up / spin down) at 7.5 / 7.4 eV. The lowest unoccupied orbital energy (spin up / spin down) comes out at -0.65 / -0.43 eV.

The geometry in XYZ format:
```
13
Properties=species:S:1:pos:R:3:forces:R:3:nbo_charge:R:1
S -0.784 0.978 -0.229 -0.6 2.5 2.4 1.1132
N 1.401 -1.314 0.617 -0.9 2.3 -0.9 -0.2335
N -1.128 1.790 1.112 -0.5 -1.9 -1.1 -1.1984
C -1.019 -0.671 0.093 3.0 0.4 0.6 -0.1814
C -1.872 -1.606 -0.009 -3.4 -2.6 -0.5 -0.4200
C 1.012 0.927 -0.631 -1.1 -2.1 1.5 -0.6257
C 1.796 -0.220 0.127 -0.5 -1.1 -1.0 -0.0299
H -2.983 -1.406 -0.257 1.8 -0.2 0.3 0.2261
H -1.653 -2.713 0.131 0.0 1.7 0.0 0.2495
H -0.763 2.665 1.461 0.6 -0.2 -0.9 0.3963
H 0.888 0.797 -1.698 1.1 0.0 -0.4 0.2492
H 2.890 -0.119 -0.005 -0.2 0.2 0.3 0.2087
H 1.324 1.874 -0.264 0.6 1.0 -0.3 0.2460
```
Positions in Å, forces in eV/Å.

=====

A structure of composition C20H43N2P3SeV at a distorted geometry. Source: the OMol25 dataset; level of theory: ωB97M-V with the def2-TZVPD basis set.

The multiplicity is 3. The calculation puts the HOMO-LUMO gap (spin up / spin down) at 7.1 / 5.3 eV. The lowest unoccupied orbital energy (spin up / spin down) comes out at -10.55 / -12.23 eV. As for the charge: +3.

The geometry in XYZ format:
```
70
Properties=species:S:1:pos:R:3:forces:R:3:lowdin_spin:R:1
Se -0.217 0.078 -2.545 1.0 -0.1 -2.9 0.2610
V 0.085 0.031 -0.102 0.8 -1.1 1.2 1.6737
P 0.017 2.317 0.197 -0.1 3.4 0.5 0.0055
P -2.509 -0.117 0.001 -1.5 -0.1 -0.8 -0.0108
P 0.204 -2.345 0.235 0.0 -2.5 0.4 -0.0029
N -0.337 -0.017 2.001 0.3 -0.1 1.3 -0.0248
N -0.100 -0.001 4.461 0.2 -0.1 -0.1 0.0013
C 1.136 0.091 -4.045 -0.9 -0.3 1.4 0.1697
C 1.627 0.376 -6.427 -1.0 0.0 0.3 0.0161
C 1.835 -3.170 0.297 0.3 0.3 -0.1 0.0066
C -0.508 -3.179 1.707 -0.2 0.4 0.2 0.0006
C 3.421 -0.098 -4.884 -0.3 -0.3 1.4 0.0364
C -0.564 -3.305 -1.125 0.0 0.3 -0.1 0.0028
C 1.589 3.245 0.220 0.3 -0.3 -0.1 0.0080
C -0.814 3.173 -1.190 0.0 -0.2 -0.2 0.0094
C -3.359 -1.517 0.834 0.4 -0.1 0.2 -0.0006
C 2.999 0.182 -6.186 -0.4 0.1 -0.2 0.1872
C -3.468 1.257 0.754 0.3 0.1 0.2 -0.0001
C 2.498 -0.179 -3.832 1.3 -0.1 -0.1 0.0687
C -3.357 -0.197 -1.639 0.5 0.0 0.2 -0.0007
C 1.061 -0.640 5.124 0.6 -0.4 -0.1 -0.0002
C 2.155 0.045 1.055 0.8 0.0 -0.4 -0.3895
C -0.744 3.128 1.648 -0.1 -0.2 0.2 0.0024
C -0.205 -0.018 3.171 -0.4 0.2 -1.0 -0.0034
C 0.696 0.312 -5.379 0.2 0.2 -0.7 0.0799
C -1.108 0.699 5.278 -0.6 0.4 -0.1 0.0002
C 2.675 0.180 -0.341 -0.1 -0.6 0.8 -0.0583
H -0.683 4.215 1.490 0.0 -0.3 0.0 -0.0003
H -0.410 4.193 -1.202 -0.4 -0.2 -0.1 0.0005
H 2.044 3.167 1.214 0.0 0.1 -0.3 0.0006
H -4.441 -1.405 0.711 0.2 0.1 -0.1 -0.0005
H 2.289 0.927 1.679 -0.4 -0.1 0.0 -0.0145
H -4.439 -0.278 -1.484 0.2 0.0 0.0 -0.0010
H -3.272 2.215 0.268 0.0 -0.1 0.1 -0.0001
H -0.843 0.546 6.327 -0.2 0.1 -0.3 0.0000
H 1.689 -4.219 0.006 0.2 0.3 0.2 0.0001
H 2.414 -0.875 1.589 -0.4 0.2 -0.2 -0.0150
H -1.496 -2.793 1.976 0.3 -0.2 0.0 -0.0001
H -1.123 1.776 5.052 0.1 -0.4 0.2 0.0000
H 2.226 -3.135 1.321 0.0 0.0 -0.3 0.0007
H -1.651 -3.376 -1.005 0.3 0.0 -0.1 -0.0002
H 2.288 2.877 -0.537 -0.1 0.3 0.1 -0.0004
H -4.539 1.045 0.665 0.2 -0.1 -0.1 -0.0004
H 1.286 0.571 -7.454 0.1 -0.1 0.6 -0.0013
H 1.336 4.293 0.011 0.2 -0.3 0.1 0.0002
H -3.135 -1.501 1.903 -0.1 -0.1 -0.1 0.0000
H -1.901 3.187 -1.055 0.2 0.1 -0.1 -0.0001
H 2.546 -2.698 -0.388 0.0 -0.3 0.1 -0.0002
H 0.177 -3.036 2.554 -0.2 -0.1 -0.2 0.0002
H 2.823 -0.472 -2.830 0.1 0.2 -0.5 0.0010
H -0.567 2.651 -2.124 -0.2 0.5 0.2 0.0079
H 4.478 -0.270 -4.683 -0.3 0.0 0.0 -0.0005
H -0.364 0.428 -5.569 0.1 0.1 -0.1 0.0007
H -3.070 -2.484 0.416 0.0 0.1 0.1 -0.0001
H -1.791 2.844 1.792 0.3 0.1 0.0 -0.0001
H -2.111 0.292 5.080 0.4 0.0 0.2 0.0001
H -0.113 -4.306 -1.085 -0.3 0.2 -0.2 -0.0002
H -3.222 1.330 1.816 -0.1 0.1 0.0 0.0000
H 1.790 0.430 -1.003 0.4 0.0 -0.6 -0.0157
H 3.149 -0.748 -0.703 -0.4 0.5 0.0 -0.0008
H -3.128 0.707 -2.211 -0.1 -0.1 0.0 -0.0004
H 3.721 0.225 -7.010 -0.3 0.0 0.4 0.0070
H -0.325 -2.811 -2.075 -0.1 -0.4 0.1 0.0067
H -0.589 -4.255 1.494 0.1 0.3 0.0 -0.0004
H 2.013 -0.163 4.825 -0.5 -0.1 0.2 0.0000
H 1.122 -1.714 4.866 -0.2 0.5 0.2 0.0000
H -2.999 -1.063 -2.203 -0.1 0.1 0.0 0.0020
H -0.174 2.865 2.548 -0.1 0.1 -0.2 0.0001
H 0.920 -0.530 6.208 0.1 -0.1 -0.5 -0.0001
H 3.370 1.020 -0.478 -0.4 -0.1 0.0 -0.0133
```
Positions in Å, forces in eV/Å.

=====

Total energy (computed, hartree): -227.48678; -458.60999; -663.44434; -5265.83508